Molecular formula: C32H42AuBN8OPS5
Method: DFT, ωB97M-V with the def2-TZVPD basis set

```
! RIJCOSX wB97M-V def2-TZVPD def2/J DEFGRID3
* xyz 1 1
Au -1.830 0.027 0.067
S -1.703 0.645 2.370
S 3.594 1.045 -3.764
S -0.096 3.717 -2.988
S 0.266 -1.334 -4.309
S -3.531 -1.383 -0.860
P 1.296 1.954 -0.383
O 0.425 1.275 -1.521
N 0.467 -2.103 0.298
N -4.143 -0.668 2.427
N -3.019 -2.882 1.447
N 3.380 3.340 0.451
N 1.280 3.655 1.657
N -2.303 -3.755 -0.417
N -4.290 1.498 2.252
N 2.552 1.580 1.932
C -5.475 -0.338 2.317
C 2.227 0.453 -2.907
C -2.204 -0.687 -4.283
C -1.354 -1.646 -4.745
C 2.481 4.286 1.115
C 1.380 -2.979 2.600
C 0.761 -2.096 3.693
C 0.856 3.995 -5.332
C 0.876 -2.508 1.295
C 2.842 2.828 -0.812
C 2.552 -0.638 -2.147
C -1.524 0.339 -3.583
C 3.925 -0.979 -2.240
C 4.604 -0.149 -3.082
C 2.908 -2.847 2.599
C 3.722 2.265 1.384
C -5.577 1.004 2.205
C 0.773 2.390 -3.660
C 0.971 -4.441 2.804
C 0.390 3.199 0.585
C -3.908 2.885 2.081
C 1.186 2.672 -4.926
C 0.176 4.679 -4.377
C 1.858 0.802 0.901
C -1.979 -4.640 0.581
C 0.849 1.063 -2.942
C -3.433 0.466 2.376
C -0.179 0.123 -3.511
C -2.426 -4.093 1.732
C -2.947 -2.695 0.123
C -1.907 -3.859 -1.809
C 1.665 2.567 2.559
B -3.660 -2.124 2.696
H -3.434 3.023 1.108
H 4.363 1.541 0.878
H -0.509 2.738 0.999
H 0.104 4.038 -0.050
H -2.782 -3.924 -2.453
H 1.092 -1.060 3.601
H 3.563 2.149 -1.267
H 3.213 -1.809 2.456
H 0.990 0.285 1.310
H 2.644 3.644 -1.510
H 3.358 -3.458 1.816
H -1.598 -2.528 -5.315
H 1.086 -2.465 4.667
H -1.327 -2.981 -2.086
H -3.212 3.182 2.862
H -2.809 -2.118 3.549
H -1.469 -5.565 0.383
H 5.646 -0.189 -3.357
H -3.273 -0.711 -4.432
H 3.029 4.743 1.940
H 2.195 3.003 3.406
H -6.433 1.648 2.111
H -0.112 -4.541 2.811
H 4.278 2.705 2.212
H -1.298 -4.752 -1.923
H -4.638 -2.748 3.019
H 3.295 -3.183 3.562
H 1.684 1.961 -5.570
H 1.822 -1.176 -1.553
H 0.768 2.067 2.924
H 1.116 4.411 -6.294
H 1.360 -4.784 3.764
H 1.378 -5.079 2.019
H 2.198 5.070 0.411
H -6.235 -1.096 2.346
H -0.192 5.692 -4.413
H -2.401 -4.467 2.740
H -2.013 1.205 -3.157
H -4.803 3.499 2.139
H 4.381 -1.811 -1.724
H 2.528 0.056 0.471
H -0.328 -2.122 3.651
*
```

Its HOMO-LUMO gap is 0.286 Ha. As for the energy above the lowest of the compared OMol25 structures with the same formula, charge and spin: 0.0 kcal per mole.

Atom charges from the Löwdin analysis, given in e for atoms 1 to 5: 0.3843 0.5929 1.0907 1.0681 1.0841

=====

Molecular formula: C4H5N
Method: DFT, ωB97M-V with the def2-TZVPD basis set

```
! RIJCOSX wB97M-V def2-TZVPD def2/J DEFGRID3
* xyz 0 1
N -1.267 -0.693 -0.620
C -0.229 -0.378 0.367
C -1.228 0.643 -0.046
C 2.285 -0.117 -0.437
C 1.145 -0.228 -0.062
H -0.868 1.467 -0.657
H -0.863 -0.690 -1.553
H -2.051 0.883 0.622
H 3.296 -0.023 -0.765
H -0.365 -0.879 1.322
*
```

Its HOMO-LUMO gap is 0.389 Ha. As for the energy above the lowest of the compared OMol25 structures with the same formula, charge and spin: 65.0 kcal per mole.

Atom charges from the natural (NBO) analysis, given in e for atoms 1 to 5: -0.5553 -0.1705 -0.2355 -0.2228 -0.0410

=====

Molecular formula: C15H26NO
Method: DFT, ωB97M-V with the def2-TZVPD basis set

```
! RIJCOSX wB97M-V def2-TZVPD def2/J DEFGRID3
* xyz 1 1
O 2.845 0.571 2.675
N 1.901 -0.898 4.261
C 0.298 -0.137 6.186
C 3.263 -0.688 5.061
C 3.933 -1.888 5.661
C 4.145 0.386 2.059
C 0.953 0.197 4.871
C -3.468 0.408 1.252
C 0.695 -0.302 2.127
C -1.114 1.242 1.664
C -0.148 -1.367 1.747
C 0.236 1.009 1.916
C -1.496 -1.128 1.498
C 1.434 -2.351 4.309
C 1.060 -3.016 5.614
C -2.007 0.172 1.493
C 2.035 -0.572 2.812
H -3.782 -0.070 0.317
H 3.948 -0.190 4.373
H 3.998 -0.056 1.060
H 2.993 0.036 5.842
H 4.145 -2.690 4.941
H -3.671 1.479 1.189
H 4.902 -1.520 6.018
H 1.895 -3.134 6.303
H 0.916 1.846 2.098
H 1.016 -0.445 6.963
H 0.243 -2.384 1.725
H -4.093 -0.008 2.052
H -2.175 -1.971 1.341
H 2.511 -1.442 2.323
H 4.802 -0.288 2.642
H 0.595 -2.439 3.615
H 0.227 -2.534 6.122
H 0.721 -4.022 5.334
H -1.499 2.260 1.623
H 3.406 -2.269 6.541
H -0.197 0.783 6.531
H 0.195 0.455 4.124
H 2.260 -2.904 3.834
H 4.596 1.384 2.005
H 1.612 1.077 4.946
H -0.497 -0.884 6.051
*
```

Its HOMO-LUMO gap is 0.363 Ha. As for the energy above the lowest of the compared OMol25 structures with the same formula, charge and spin: 42.0 kcal per mole.

Atom charges from the natural (NBO) analysis, given in e for atoms 1 to 5: -0.5570 -0.2513 -0.6369 -0.1945 -0.6449

=====

Molecular formula: C17H26N3O2S4V
Method: DFT, ωB97M-V with the def2-TZVPD basis set

```
! RIJCOSX wB97M-V def2-TZVPD def2/J DEFGRID3
* xyz -1 4
V -0.267 1.364 1.496
S 0.423 -1.064 -0.446
S 0.682 1.346 -2.796
S 1.118 -2.297 -4.004
S 1.181 3.272 2.033
O -0.667 2.073 -0.125
O -1.571 0.175 1.997
N 3.650 2.804 2.957
N 1.031 0.449 2.629
N 2.302 0.965 2.899
C -0.270 -1.609 2.901
C -1.783 2.826 -0.487
C -2.400 3.535 0.723
C 1.925 1.062 -1.501
C 2.419 2.231 2.667
C 0.924 -0.817 2.997
C -2.609 -1.920 2.315
C -0.248 -2.943 3.334
C 0.663 -0.681 -4.715
C 0.402 -2.673 -1.293
C 1.489 0.507 -4.210
C -1.367 -3.751 3.266
C -2.555 -3.233 2.750
C -2.802 1.899 -1.153
C -1.488 -1.082 2.379
C 2.019 -0.387 -1.029
C -0.143 -2.637 -2.721
H -1.322 -4.778 3.612
H -2.708 2.786 1.462
H -3.440 -3.856 2.694
H 2.485 0.190 -3.903
H 0.686 -3.341 3.718
H -1.661 4.193 1.183
H -0.393 -0.521 -4.502
H 4.413 2.145 2.979
H 1.816 -1.280 3.411
H 3.828 3.646 2.436
H 1.629 1.721 -0.682
H -0.567 -3.608 -2.982
H -3.739 2.418 -1.384
H -3.521 -1.504 1.903
H 0.781 -0.799 -5.794
H 2.888 1.394 -1.889
H -2.379 1.499 -2.077
H -1.484 3.595 -1.219
H -3.274 4.127 0.439
H -0.920 -1.879 -2.809
H 2.362 -1.018 -1.848
H 1.405 -3.100 -1.267
H -3.000 1.064 -0.477
H 2.709 -0.460 -0.186
H -0.249 -3.290 -0.670
H 1.597 1.241 -5.011
*
```

Its HOMO-LUMO gap (spin up / spin down) is 0.182 / 0.256 Ha. As for the energy above the lowest of the compared OMol25 structures with the same formula, charge and spin: 4.3 kcal per mole. Its expectation value of S² is 3.795.

Atom charges from the natural (NBO) analysis, given in e for atoms 1 to 5: 1.1487 0.2377 0.2131 0.1413 -0.3511

=====

Molecular formula: C26H23Cl5N2O4Se4Tm
Method: DFT, ωB97M-V with the def2-TZVPD basis set

```
! RIJCOSX wB97M-V def2-TZVPD def2/J DEFGRID3
* xyz -1 3
Tm -18.879 -1.139 4.417
Se -19.299 2.364 3.903
Se -18.403 0.990 2.328
Se -21.422 -0.171 5.527
Se -21.516 1.548 4.069
Cl -21.298 -1.820 -1.425
Cl -20.519 -3.327 4.631
Cl -23.836 -2.209 0.348
Cl -18.415 -2.232 -0.027
Cl -23.450 -3.352 3.318
O -17.653 0.310 5.699
O -17.069 -2.278 3.805
O -15.709 -3.489 2.393
O -18.371 -1.579 6.523
N -17.935 -2.156 9.060
N -14.424 -1.332 1.574
C -16.213 1.599 9.544
C -18.231 -3.945 13.594
C -15.091 -1.183 2.907
C -20.880 -2.838 2.922
C -13.899 -1.070 3.916
C -16.525 -0.636 10.381
C -18.292 -3.147 9.961
C -16.067 -2.380 3.064
C -18.184 -4.433 9.367
C -21.153 -2.212 0.227
C -18.519 -2.940 11.321
C -17.729 -0.459 6.697
C -18.420 -4.101 12.124
C -18.347 -5.360 11.539
C -22.303 -2.532 0.940
C -12.938 -0.213 3.083
C -18.935 -1.628 11.884
C -13.135 -0.646 1.638
C -17.294 -0.930 9.222
C -18.190 -5.576 10.200
C -16.659 1.177 8.259
C -17.237 -0.066 8.053
C -22.155 -2.905 2.312
C -19.888 -2.284 0.846
C -19.795 -2.379 2.213
C -16.134 0.687 10.613
H -16.696 1.899 7.416
H -17.429 -3.295 13.870
H -18.386 -6.151 12.317
H -15.083 -0.877 0.943
H -18.098 -2.339 8.054
H -13.457 0.803 3.162
H -15.787 1.093 11.559
H -15.995 2.683 9.674
H -12.419 -1.470 1.484
H -11.926 -0.200 3.378
H -19.155 -3.512 14.061
H -14.880 -3.284 1.868
H -19.840 -1.679 12.538
H -16.127 -1.488 10.954
H -19.344 -0.904 11.168
H -14.286 -0.601 4.789
H -13.048 0.097 0.827
H -17.930 -4.567 8.300
H -18.078 -4.956 14.040
H -18.135 -6.557 9.828
H -15.692 -0.197 2.973
H -18.161 -1.203 12.509
H -13.598 -2.107 4.149
*
```

Its HOMO-LUMO gap is 0.217 Ha. As for the energy above the lowest of the compared OMol25 structures with the same formula, charge and spin: 0.0 kcal per mole. Its expectation value of S² is 2.002.

Atom charges from the natural (NBO) analysis, given in e for atoms 1 to 5: 1.5258 -0.0561 -0.5796 -0.5679 -0.0672

=====

Molecular formula: C14H33Cl4F2N6O9S2Tl
Method: DFT, ωB97M-V with the def2-TZVPD basis set

```
! RIJCOSX wB97M-V def2-TZVPD def2/J DEFGRID3
* xyz 2 1
Tl -1.893 -1.770 1.438
Cl 3.157 2.518 -2.921
Cl 5.545 1.625 -4.913
Cl 1.457 5.720 -3.459
Cl -1.381 6.563 -1.855
S -0.210 0.489 -1.633
S 1.147 0.667 0.254
F 1.146 0.359 1.817
F -1.695 -0.151 -1.850
O -2.178 1.227 1.938
O 1.353 2.073 0.195
O 1.033 -2.732 2.253
O -0.499 1.822 -1.959
O -0.441 -0.718 3.994
O -3.257 -2.296 -1.108
O -0.079 -3.059 -0.523
O 2.274 -0.095 -0.248
O 0.594 -0.262 -2.605
N 1.365 -2.915 -2.154
N 3.083 -2.659 1.505
N -0.729 -0.483 6.111
N -4.381 -1.553 -2.764
N -0.223 0.145 0.086
N -1.739 2.981 0.712
C 1.432 -4.881 -0.632
C -0.300 -0.048 4.985
C 0.484 1.249 4.949
C -4.293 -2.382 -1.778
C -2.145 2.472 1.807
C 2.199 -2.676 2.474
C -0.940 5.045 -2.707
C 2.785 -2.752 3.835
C 2.896 1.658 -4.516
C 0.844 -3.572 -1.141
C 0.530 4.713 -2.348
C -5.471 -3.340 -1.557
C -2.745 3.392 2.810
C 3.986 0.690 -4.722
H -6.051 -3.403 -2.478
H 3.863 -0.010 -5.549
H 2.464 -5.180 -0.811
H -6.125 -2.955 -0.775
H -1.948 3.947 0.505
H 0.830 -5.714 -0.996
H -1.143 4.926 -3.771
H -0.533 0.047 6.948
H 3.917 -3.223 1.580
H 1.904 1.206 -4.499
H 4.129 -0.046 -3.931
H 1.104 -1.973 -2.410
H 3.793 -2.356 3.958
H -2.965 4.397 2.450
H 1.884 -3.373 -2.890
H -2.042 3.483 3.639
H 1.482 1.177 4.517
H -5.188 -4.354 -1.275
H -0.215 1.940 4.478
H 0.829 3.678 -2.513
H 0.843 5.041 -1.357
H 2.882 -3.783 4.176
H 0.825 1.591 5.926
H 2.157 -2.186 4.524
H -5.111 -1.679 -3.452
H 2.872 2.283 -5.408
H -1.378 -1.257 6.129
H -1.616 4.330 -2.239
H -1.113 2.338 0.247
H -3.572 -0.969 -2.918
H 1.423 -5.128 0.429
H 2.669 -2.851 0.604
H -3.579 2.997 3.389
*
```

Its HOMO-LUMO gap is 0.069 Ha.

Atom charges from the Löwdin analysis, given in e for atoms 1 to 5: 1.1406 0.6417 0.5741 0.6388 0.5775

=====

Molecular formula: C22H24N2O6
Method: DFT, ωB97M-V with the def2-TZVPD basis set

```
! RIJCOSX wB97M-V def2-TZVPD def2/J DEFGRID3
* xyz 0 1
O -3.821 -1.483 0.249
O 0.630 -1.898 2.904
O -2.637 0.862 4.247
O -2.124 -2.655 1.137
O 3.141 0.118 -2.591
O 1.394 1.060 -3.631
N 0.543 0.217 3.676
N -2.120 -1.151 3.352
C 0.959 -0.746 -2.200
C -1.859 -0.054 4.088
C 0.525 -2.563 -0.687
C -0.407 -0.604 -2.422
C -0.448 -0.064 4.693
C -1.820 -3.260 -0.129
C -3.131 -1.788 1.184
C -0.789 1.610 -0.226
C -1.299 -1.437 -1.775
C 1.440 3.202 -4.693
C -3.346 -1.281 2.604
C 0.967 -0.731 2.811
C 1.209 0.781 0.833
C -0.052 2.588 -0.871
C -0.161 0.713 0.619
C 1.902 -0.204 1.742
C 1.955 0.165 -2.814
C 1.419 -1.740 -1.341
C 1.942 1.763 0.179
C 2.266 2.015 -4.234
C -0.841 -2.413 -0.896
C 1.316 2.660 -0.668
H 0.719 1.185 3.458
H -0.233 -1.050 5.113
H 0.879 -3.316 0.002
H 1.899 3.421 -1.166
H -2.361 -1.321 -1.932
H 2.257 -1.053 1.155
H 3.011 1.820 0.328
H -0.388 0.696 5.472
H -0.744 -0.054 1.108
H 0.939 3.660 -3.844
H 2.485 -1.842 -1.199
H -0.543 3.290 -1.528
H -1.390 -4.231 0.122
H -2.751 -3.383 -0.691
H -3.840 -0.306 2.576
H 2.776 1.539 -5.079
H 0.687 2.880 -5.407
H 3.025 2.310 -3.501
H -1.856 1.542 -0.378
H -0.760 0.162 -3.093
H 2.085 3.937 -5.165
H -4.024 -1.994 3.095
H -1.391 -1.842 3.202
H 2.766 0.268 2.214
*
```

Its HOMO-LUMO gap is 0.354 Ha. As for the energy above the lowest of the compared OMol25 structures with the same formula, charge and spin: 0.0 kcal per mole.

Atom charges from the natural (NBO) analysis, given in e for atoms 1 to 5: -0.5937 -0.6489 -0.6208 -0.5096 -0.6044

=====

Molecular formula: C6H8BrNO4S
Method: DFT, ωB97M-V with the def2-TZVPD basis set

```
! RIJCOSX wB97M-V def2-TZVPD def2/J DEFGRID3
* xyz 0 3
Br -4.969 0.013 0.721
S -2.935 -0.336 -0.017
O -2.505 -1.295 0.987
O -1.094 -0.561 -1.109
O -2.465 1.254 0.360
O -3.569 -0.796 -2.824
N -1.479 2.418 -1.338
C -3.780 0.184 -2.317
C 0.160 0.146 0.783
C -1.432 1.808 -0.277
C -0.085 1.652 0.454
C 0.896 -1.922 -0.671
C -0.048 -0.712 -0.450
H 0.454 -2.402 0.207
H 1.977 -1.539 -0.451
H -0.014 1.964 1.468
H 0.656 2.163 -0.106
H 0.655 -2.293 -1.701
H -0.616 -0.300 1.575
H -2.354 2.400 -1.801
H 1.083 -0.077 1.252
*
```

Its HOMO-LUMO gap (spin up / spin down) is 0.205 / 0.209 Ha. Its expectation value of S² is 2.016.

Atom charges from the natural (NBO) analysis, given in e for atoms 1 to 5: -0.1367 1.5052 -0.8495 -0.5442 -0.7073

=====

no.,DFT total energy (a.u.)
1,-4250.6044
2,-210.0602
3,-716.8686
4,-3514.9930
5,-14407.1428
6,-4567.5229
7,-1413.7859
8,-3561.0900